Entry 1:
52
Properties=species:S:1:pos:R:3:forces:R:3 method="wB97M-V/def2-TZVPD" energy_ev=-45108.00600 e_above_lowest_kcal_mol=1.4 total_charge=+3 mol_weight_g_mol=463.29 homo_ev=-17.94 lumo_ha=-0.3396
In 0.294 -0.426 -0.106 -0.055 -0.135 0.456
C 2.430 1.738 4.394 -0.004 0.535 0.585
N 2.431 0.729 3.354 -0.268 -0.226 -0.364
C 3.621 -0.105 3.365 0.593 -0.590 -0.146
C 1.498 0.556 2.455 -0.075 0.245 0.237
O 1.614 -0.333 1.554 -0.398 -0.189 -0.424
C 0.258 1.455 2.498 0.383 0.421 0.336
O -0.658 1.150 1.461 0.398 -0.721 -0.546
C -1.992 0.838 1.815 -0.839 0.056 0.066
C -2.365 -0.588 1.406 -0.067 0.303 0.373
O -1.606 -1.211 0.593 0.845 0.234 -0.508
N -3.460 -1.126 1.866 0.588 0.086 -0.308
C -3.856 -2.467 1.481 -0.049 -0.744 -0.386
C -4.376 -0.512 2.807 -0.441 0.360 0.678
H 2.469 1.259 5.374 -0.064 -0.034 -0.116
H 1.566 2.393 4.364 -0.030 -0.027 -0.074
H 3.330 2.349 4.295 -0.076 -0.031 -0.050
H 3.837 -0.415 4.388 -0.109 0.042 -0.017
H 4.480 0.459 3.000 -0.048 0.058 -0.016
H 3.485 -0.989 2.746 -0.019 0.125 0.085
H 0.577 2.497 2.348 -0.121 -0.234 0.198
H -0.210 1.349 3.483 0.009 0.119 -0.193
H -2.651 1.509 1.242 0.125 -0.039 0.273
H -2.165 0.992 2.884 0.056 0.025 -0.200
H -2.989 -3.053 1.185 -0.111 0.043 0.040
H -4.565 -2.420 0.653 0.036 0.005 0.009
H -4.352 -2.940 2.328 0.103 0.012 -0.013
H -4.353 0.572 2.800 0.079 0.051 -0.094
H -4.172 -0.881 3.815 0.049 0.066 -0.066
H -5.387 -0.825 2.554 0.020 0.090 -0.105
C 0.069 -4.036 -0.269 -0.156 -0.216 0.160
C 0.742 -3.303 -1.357 -0.032 -0.180 0.061
N 0.889 -1.980 -1.459 -0.407 0.343 0.750
C 1.545 -1.719 -2.639 0.313 -0.228 -0.647
C 1.798 -2.905 -3.251 0.201 0.752 -0.301
N 1.292 -3.872 -2.433 -0.134 -0.051 0.202
H -0.117 -3.372 0.574 -0.022 -0.110 0.023
H 0.672 -4.880 0.066 0.040 0.059 0.053
H -0.884 -4.440 -0.618 -0.014 0.068 0.042
H 1.770 -0.715 -2.953 0.039 -0.113 -0.118
H 2.283 -3.122 -4.186 0.029 -0.052 -0.034
H 1.325 -4.868 -2.624 -0.042 0.095 0.096
C 2.148 2.524 -3.069 0.097 -0.165 0.073
S 2.514 1.632 -1.543 -0.369 1.097 -0.039
C 3.012 3.078 -0.575 0.074 -0.313 -0.109
O 1.087 1.335 -0.959 -0.220 -0.460 0.033
H 1.570 3.420 -2.856 -0.042 -0.037 0.145
H 1.605 1.880 -3.757 0.017 -0.145 0.074
H 3.106 2.793 -3.514 0.083 -0.019 -0.003
H 2.173 3.763 -0.484 -0.163 -0.072 -0.138
H 3.823 3.561 -1.115 0.147 0.011 -0.036
H 3.363 2.771 0.405 0.049 -0.168 0.006

---

Entry 2:
54
Properties=species:S:1:pos:R:3:forces:R:3 method="wB97M-V/def2-TZVPD" energy_ev=-45195.18267 spin_multiplicity=3 s2=2.01 total_charge=0 mol_weight_g_mol=572.46 homo_ev="-7.75 / -8.02" lumo_ha="0.0148 / -0.0352"
Pt -1.029 -0.504 0.348 -0.044 -0.681 0.232
O -1.976 -1.813 4.207 -0.041 -0.085 -0.320
C -2.146 -1.407 3.094 0.119 0.595 0.584
O -2.277 -0.375 2.450 -0.255 -0.281 -0.016
C -2.179 -2.815 1.893 -0.208 -0.387 -0.166
O -2.900 -3.696 2.238 0.140 0.176 -0.037
O -1.416 -2.553 0.947 0.371 0.275 -0.190
N -1.220 1.325 -0.344 -0.215 0.510 -0.032
C -1.846 2.276 -0.551 0.355 -0.032 -0.010
N -2.520 3.353 -0.848 -0.059 0.013 -0.197
C -3.309 3.420 -2.082 -0.189 0.004 -0.045
C -4.751 3.776 -1.740 0.122 0.123 -0.022
C -4.778 5.096 -0.968 -0.025 -0.139 0.088
C -3.944 4.978 0.309 0.026 0.002 -0.150
C -2.514 4.557 -0.020 -0.073 0.142 0.222
H -3.233 2.468 -2.603 0.029 -0.024 0.056
H -2.879 4.198 -2.724 0.034 -0.036 -0.011
H -5.177 2.978 -1.128 -0.039 -0.015 -0.028
H -5.338 3.846 -2.658 0.014 -0.002 -0.003
H -5.804 5.374 -0.725 0.011 0.014 0.004
H -4.367 5.891 -1.600 -0.028 0.025 -0.006
H -4.393 4.235 0.973 0.011 0.010 0.028
H -3.920 5.931 0.839 0.015 -0.020 0.036
H -1.941 4.360 0.884 0.028 -0.043 -0.029
H -2.013 5.359 -0.574 0.036 -0.038 -0.012
C 3.922 -1.880 2.179 -0.071 -0.098 -0.057
N 2.628 -2.107 1.554 -0.146 0.366 -0.304
C 1.515 -2.000 2.497 0.072 -0.121 0.050
P 2.286 -1.592 -0.002 0.727 -0.492 -0.052
O 1.457 -0.355 -0.083 -0.284 -0.250 -0.120
N 3.795 -1.360 -0.693 -0.458 0.124 -0.101
C 4.374 -0.030 -0.576 0.053 -0.031 0.045
C 4.293 -2.136 -1.812 0.049 -0.007 0.086
N 1.641 -2.906 -0.789 -0.236 0.463 0.428
C 1.537 -4.241 -0.226 0.004 -0.022 -0.022
C 0.799 -2.643 -1.953 0.141 -0.018 0.021
H 4.118 -2.686 2.891 0.014 0.043 0.037
H 3.949 -0.927 2.721 0.012 -0.012 -0.004
H 4.704 -1.883 1.425 0.032 -0.023 0.046
H 1.654 -2.722 3.305 -0.020 -0.014 -0.014
H 0.582 -2.225 1.989 -0.017 -0.029 0.059
H 1.443 -0.999 2.934 -0.002 0.003 -0.041
H 3.901 0.508 0.244 0.042 0.034 -0.026
H 4.230 0.554 -1.491 -0.027 -0.008 0.009
H 5.448 -0.101 -0.378 -0.006 -0.004 0.005
H 3.743 -3.069 -1.887 0.045 -0.027 -0.014
H 5.353 -2.365 -1.667 0.000 0.011 -0.028
H 4.188 -1.593 -2.759 0.004 0.019 0.016
H 2.116 -4.295 0.691 0.001 -0.039 -0.024
H 1.929 -4.977 -0.936 -0.011 0.000 0.007
H 0.499 -4.497 0.000 -0.040 0.036 0.003
H 1.150 -1.748 -2.465 -0.055 -0.001 -0.037
H -0.252 -2.495 -1.690 -0.002 -0.031 0.082
H 0.869 -3.490 -2.640 0.041 0.022 -0.022

---

Entry 3:
58
Properties=species:S:1:pos:R:3:forces:R:3 method="wB97M-V/def2-TZVPD" energy_ev=-64739.81352 e_above_lowest_kcal_mol=51.7 spin_multiplicity=2 s2=0.76 total_charge=0 mol_weight_g_mol=482.51 homo_ev="-10.40 / -10.40" lumo_ha="-0.0500 / -0.1945"
N -0.343 -1.696 -0.055 0.605 0.633 0.640
O 0.320 -0.687 -0.209 -1.040 -1.035 0.547
O -0.968 -1.960 1.044 0.984 0.286 -1.825
O -0.442 -2.565 -0.914 -0.383 0.033 0.597
O -2.492 1.156 3.491 -2.616 -1.506 -2.741
C -3.124 0.655 2.522 4.737 2.245 4.220
O -3.087 1.249 1.346 0.785 1.734 -0.957
C -3.497 0.356 0.340 -2.587 -0.342 0.300
C -4.545 -0.435 1.202 0.561 -1.925 -2.277
C -3.688 -0.688 2.404 -1.391 0.734 1.177
H -2.641 -0.176 -0.076 -0.168 -0.266 0.111
H -4.055 0.878 -0.437 0.491 0.250 -0.100
H -4.884 -1.368 0.752 0.031 0.005 -0.257
H -5.433 0.188 1.303 0.263 0.128 0.532
H -2.832 -1.336 2.213 -0.434 -0.374 0.136
H -4.218 -0.851 3.343 0.177 -0.695 -0.115
O 4.143 -1.888 2.308 0.827 -0.691 -0.763
C 3.138 -2.002 2.946 2.535 -2.422 -1.017
O 2.490 -0.994 3.297 -0.493 5.831 1.410
C 1.348 -1.266 3.968 -4.640 -1.817 0.735
C 1.376 -2.753 4.350 -0.753 0.258 0.584
C 2.449 -3.185 3.479 1.892 -3.354 -0.581
H 0.559 -1.150 3.225 -0.472 0.494 0.314
H 1.036 -0.846 4.924 0.961 1.613 -0.516
H 0.511 -3.367 4.102 -0.445 0.631 0.424
H 1.606 -2.837 5.412 0.000 -0.250 -0.072
H 2.059 -3.785 2.657 0.277 -0.088 -0.196
H 3.164 -3.800 4.027 0.238 -0.197 -0.412
O 3.406 -2.281 -4.992 -1.818 -0.912 3.169
S 2.723 -2.364 -3.678 1.099 2.163 1.396
O 1.479 -3.069 -3.360 2.013 -0.010 -0.990
O 3.949 -2.740 -2.544 -1.258 -0.029 -0.945
C 3.586 -2.827 -1.111 -0.375 -1.029 -0.263
C 3.763 -4.275 -0.576 -0.750 0.207 -1.161
C 2.333 -0.627 -3.057 1.172 -0.757 -0.793
H 2.510 -2.664 -1.054 -0.012 0.417 0.151
H 4.105 -2.079 -0.512 0.252 0.078 -0.465
H 4.628 -4.838 -0.925 0.305 0.524 0.157
H 2.914 -4.776 -1.041 -0.050 -0.466 0.172
H 3.645 -4.362 0.504 0.194 0.327 -0.034
H 2.814 -0.403 -2.105 -0.435 -0.711 0.334
H 1.245 -0.558 -3.050 0.319 0.271 -0.080
H 2.889 0.061 -3.694 -0.634 -0.016 -0.561
O 0.842 4.055 -1.717 -0.924 0.461 0.089
S -0.570 4.185 -1.482 -1.180 -1.324 -0.509
O -1.131 4.920 -0.364 0.633 -0.544 -1.259
O -1.259 4.773 -2.929 1.370 -0.971 2.135
C -2.325 5.705 -2.807 -1.419 -0.202 -0.188
C -1.979 7.154 -2.733 -0.940 -0.181 -0.086
C -1.281 2.386 -1.471 0.408 1.972 -0.169
H -2.967 5.516 -1.947 0.116 -0.564 0.100
H -2.956 5.571 -3.685 0.228 -0.502 -0.185
H -2.919 7.620 -3.027 -0.055 0.358 -0.115
H -1.263 7.400 -3.518 0.495 0.428 0.775
H -1.907 7.389 -1.671 1.264 0.620 -0.327
H -1.032 1.819 -0.574 0.320 0.595 0.156
H -0.834 1.908 -2.343 -0.369 0.137 -0.065
H -2.358 2.554 -1.498 0.089 -0.252 -0.334